(1)
Computed, not measured: C17H22ClNO3 in the gas phase, with wB97M-V/def2-TZVPD.

Output
E_LUMO: 0.02322 Eh
energy above the lowest of the compared OMol25 structures with the same formula, charge and spin: 0.0 kJ/mol
SMILES string: C[C@@H]1C[C@H](C)CN(C(=O)COC(=O)Cc2ccc(Cl)cc2)C1

XYZ file:
```
44
Properties=species:S:1:pos:R:3:forces:R:3
C -0.93443 -0.60892 2.41126 0.2 0.0 -0.3
H -0.63767 -1.39619 3.10126 0.0 -0.1 0.1
H -1.99857 -0.70657 2.21432 -0.1 0.0 0.0
C -0.14815 -0.71414 1.10981 0.0 -0.2 0.3
C -0.42753 -2.03579 0.39505 0.1 0.4 -0.3
C 0.41929 -2.15155 -0.87273 0.0 -0.4 0.2
C 0.17812 -3.47661 -1.58656 0.1 0.3 0.1
H 0.77084 -3.53283 -2.49595 0.1 -0.1 -0.1
H -0.87154 -3.57813 -1.85111 -0.1 -0.1 0.0
H 0.45263 -4.31113 -0.94462 0.0 -0.1 0.1
C 1.89586 -2.00360 -0.49734 -0.1 0.0 -0.5
N 2.11535 -0.73268 0.16471 -0.2 -0.3 0.0
C 2.98267 0.14436 -0.37490 0.2 0.3 0.2
O 3.69709 -0.12941 -1.31773 0.3 0.1 -0.2
C 3.08708 1.53256 0.27609 0.4 -0.1 -0.4
H 3.54505 1.46396 1.26522 -0.1 0.0 -0.1
H 3.72431 2.12714 -0.38621 -0.1 -0.2 0.1
O 1.84317 2.20617 0.46928 0.0 0.0 0.4
C 1.15770 2.51806 -0.63781 -0.3 0.4 0.0
O 1.49823 2.21784 -1.74741 0.1 -0.1 -0.1
C -0.10847 3.28412 -0.29868 0.2 -0.1 -0.1
C -1.29854 2.36266 -0.38401 -0.1 0.0 0.0
C -1.51535 1.60219 -1.52900 0.0 0.0 0.1
C -2.57759 0.72036 -1.59991 0.0 0.0 0.0
C -3.44154 0.60888 -0.52162 0.1 0.1 0.1
C -3.25756 1.37715 0.61569 -0.1 -0.1 -0.1
C -2.18255 2.24613 0.68047 0.1 0.0 -0.2
H -2.03219 2.83586 1.57245 0.0 0.1 0.1
H -3.94318 1.29168 1.44394 -0.1 0.0 0.1
Cl -4.76227 -0.50700 -0.59407 -0.1 -0.1 0.0
H -2.73473 0.12158 -2.48305 0.0 -0.1 -0.1
H -0.83146 1.68801 -2.35979 0.1 0.0 -0.1
H -0.02173 3.70708 0.70119 0.0 0.0 -0.1
H -0.21362 4.08584 -1.03299 0.1 0.0 0.1
C 1.35508 -0.58175 1.38262 -0.3 0.2 0.1
H 1.56025 0.38007 1.84844 0.0 -0.1 0.0
H 1.66429 -1.37604 2.07651 0.0 0.1 0.0
H 2.53061 -2.02725 -1.38404 0.0 -0.1 0.1
H 2.19270 -2.81637 0.17631 0.0 0.0 0.0
H 0.15617 -1.32809 -1.54574 0.0 0.0 0.0
H -1.48768 -2.09451 0.14158 -0.1 -0.1 0.0
H -0.19496 -2.86916 1.06335 0.0 -0.1 0.1
H -0.44524 0.10353 0.44743 0.0 0.0 0.0
H -0.75996 0.35250 2.88831 0.0 0.1 0.1
```
Forces are in eV/Å.


(2)
Computed, not measured: a molecular structure, C17H22N2O4SeW at a distorted geometry, with wB97M-V/def2-TZVPD.

Output
E_LUMO: -0.60444 Eh
energy above the lowest of the compared OMol25 structures with the same formula, charge and spin: 118.0 kJ/mol
charge: +4

XYZ file:
```
47
Properties=species:S:1:pos:R:3:forces:R:3
W 0.47438 -0.48201 0.30545 0.0 -0.3 -1.2
C 4.32296 0.62211 3.30995 0.0 0.0 0.0
C 3.68905 -0.47655 2.39279 0.0 0.0 0.0
C 4.68360 -0.94579 1.33575 0.0 0.1 0.0
C 2.46226 0.18409 1.86996 0.2 0.1 0.2
C 2.42539 0.87540 0.63513 0.1 0.0 -0.2
C 1.34019 1.70458 0.27092 0.1 0.2 0.1
C 0.19888 1.86105 1.11073 0.0 0.0 0.1
C -0.90685 2.80106 0.80171 0.0 0.0 0.0
C 0.16890 1.02932 2.27527 0.0 0.2 0.0
C 1.26010 0.24541 2.64444 0.1 -0.1 0.3
H 5.22156 0.18773 3.74909 0.0 0.0 0.0
H 3.66120 0.92398 4.12285 0.0 0.0 0.0
H 4.61561 1.49881 2.73014 0.0 0.0 0.0
H 3.38948 -1.29860 3.05138 0.0 0.0 0.0
H 5.19887 -0.10833 0.86130 0.0 0.0 0.0
H 4.21733 -1.55826 0.56013 0.0 -0.1 0.0
H 5.45328 -1.54973 1.81290 0.0 0.0 0.0
H 3.26057 0.77344 -0.05318 0.0 0.0 0.0
H 1.38969 2.22668 -0.68050 0.0 0.0 0.0
H -1.88339 2.41649 1.10032 0.0 0.0 0.0
H -0.90924 3.13620 -0.23481 0.0 0.0 0.0
H -0.72843 3.69426 1.42106 0.0 0.0 0.0
H -0.72496 1.00924 2.89416 0.0 0.1 0.0
H 1.20602 -0.32813 3.56575 0.0 0.0 0.0
O -0.95270 -0.21154 -3.48745 0.2 0.1 0.1
C -1.02294 -0.22192 -2.37359 -0.9 0.0 -0.5
O 0.59658 -0.51084 -1.42809 0.8 -0.4 1.3
C -2.02444 -0.16352 -1.13054 -0.1 -0.2 0.7
O -3.14826 -0.02545 -1.36327 0.0 0.1 -0.2
O -1.40780 -0.34086 0.07149 -0.1 0.0 -0.3
C 2.38136 -4.58346 -1.04392 -0.1 0.0 0.0
N 0.97333 -4.67570 -0.60138 -0.2 -0.1 -0.1
C 0.10290 -5.64198 -1.00292 0.2 0.1 0.0
C -1.07929 -5.43422 -0.34167 -0.1 0.1 0.1
N -0.92241 -4.33265 0.44411 -0.1 -0.1 0.0
C -1.95220 -3.83382 1.37865 0.0 -0.1 0.0
C 0.33261 -3.86330 0.27036 0.1 -0.3 -0.3
Se 1.22025 -2.60599 1.34838 -0.1 0.7 -0.1
H 2.65019 -5.53008 -1.50466 0.0 0.0 0.0
H 3.02667 -4.42734 -0.18166 0.0 0.0 0.0
H 2.49056 -3.78241 -1.77228 0.0 0.0 0.0
H 0.38027 -6.41589 -1.70347 0.0 0.0 0.0
H -1.99710 -6.00376 -0.36364 0.0 0.0 0.0
H -2.49915 -4.68797 1.77128 0.0 0.0 0.0
H -2.64513 -3.17758 0.85618 0.0 0.0 0.0
H -1.47564 -3.32175 2.21091 0.0 0.0 0.0
```
Forces are in eV/Å.


(3)
Computed, not measured: C17H22N2O5 in the gas phase, with wB97M-V/def2-TZVPD.

Output
E_LUMO: 0.02731 Eh
energy above the lowest of the compared OMol25 structures with the same formula, charge and spin: 44.5 kJ/mol
SMILES string: O=C(COC(=O)C[C@@H]1C[C@H]2CC[C@@H]1C2)NC(=O)NCc1ccco1

XYZ file:
```
46
Properties=species:S:1:pos:R:3:forces:R:3
O -2.23317 1.40835 0.83193 -0.2 0.3 0.0
C -2.07232 0.26842 0.45049 -0.4 -0.2 -0.3
N -0.96189 -0.47468 0.66950 0.5 -0.4 0.1
C 0.27675 -0.08088 1.24728 -0.5 0.2 -0.3
O 1.18054 -0.88007 1.28422 0.4 -0.4 0.1
N 0.32154 1.18892 1.67014 -0.1 0.5 0.1
H -0.52247 1.74965 1.61291 0.0 -0.2 0.0
C 1.47763 1.71918 2.36627 0.0 -0.3 0.2
C 1.12231 2.14253 3.75290 0.1 0.9 -0.3
C 0.92387 3.37785 4.29790 0.2 -0.5 -0.4
C 0.56717 3.16121 5.65111 -0.1 -0.5 0.3
C 0.56914 1.81225 5.82273 -0.2 0.8 0.5
O 0.90237 1.18923 4.68287 0.1 -0.5 -0.3
H 0.36043 1.19745 6.67555 0.0 -0.2 0.1
H 0.34145 3.90619 6.38578 -0.1 0.1 0.2
H 1.02508 4.32117 3.80171 0.0 0.2 -0.2
H 1.87582 2.57842 1.81831 0.0 -0.1 0.1
H 2.22187 0.91780 2.38888 0.0 0.2 0.0
H -0.96193 -1.44526 0.36138 0.0 0.2 0.0
C -3.13680 -0.46512 -0.37545 -0.2 0.0 0.4
H -3.40839 -1.40795 0.11349 0.0 0.2 -0.1
H -4.00919 0.17992 -0.48824 0.2 -0.1 0.1
O -2.65290 -0.72198 -1.68980 -0.1 0.3 -0.2
C -1.94789 -1.84393 -1.89103 0.0 -0.4 -0.2
O -1.75603 -2.66372 -1.02638 0.0 -0.1 0.1
C -1.37857 -1.88367 -3.27792 0.1 0.2 0.1
H -1.06321 -2.90126 -3.50430 -0.1 0.0 0.0
H -2.13206 -1.55363 -3.99310 0.0 -0.1 0.0
C -0.17837 -0.91860 -3.32151 -0.2 -0.1 0.1
H -0.53830 0.06200 -2.99767 0.0 0.0 0.0
C 0.99990 -1.37607 -2.44240 -0.1 0.0 0.3
H 0.70827 -1.84647 -1.50626 0.0 0.0 0.1
C 1.81707 -2.24245 -3.39971 0.0 0.0 0.0
H 1.28755 -3.12679 -3.74832 0.0 -0.1 0.0
H 2.77577 -2.53865 -2.98005 0.1 -0.1 0.1
C 1.93394 -1.15131 -4.46118 0.1 0.0 -0.3
H 2.49074 -1.40594 -5.36178 0.0 0.0 0.0
C 0.45922 -0.83146 -4.72579 0.1 0.1 -0.1
H 0.32504 0.15085 -5.17692 0.0 0.0 -0.1
H 0.02533 -1.57378 -5.39683 -0.1 0.0 -0.1
C 2.54944 0.00250 -3.65964 0.1 0.1 -0.2
H 2.31025 0.96985 -4.10034 0.0 0.1 -0.1
H 3.63483 -0.09083 -3.62484 0.0 0.0 0.0
C 1.92922 -0.17215 -2.25783 0.0 0.0 0.2
H 1.38727 0.71427 -1.92758 0.0 0.0 0.1
H 2.68793 -0.39492 -1.50853 0.0 0.0 0.0
```
Forces are in eV/Å.


(4)
Computed, not measured: C17H22N2O7 in the gas phase, with wB97M-V/def2-TZVPD.

Output
E_LUMO: 0.01860 Eh
energy above the lowest of the compared OMol25 structures with the same formula, charge and spin: 0.0 kJ/mol
SMILES string: CCOC(=O)c1ccc(N2CCOCC2)c(NC(=O)COCC(=O)O)c1

XYZ file:
```
48
Properties=species:S:1:pos:R:3:forces:R:3
C -1.96709 -0.41888 -6.00692 0.0 0.2 0.4
C -2.64875 0.58662 -5.08946 -0.1 0.1 -0.6
H -3.69185 0.31537 -4.91354 0.1 0.1 0.0
H -2.59023 1.59177 -5.52084 -0.1 -0.2 0.1
O -2.04799 0.60153 -3.79649 0.0 -0.1 0.3
C -0.94411 1.34222 -3.64837 0.1 0.2 -0.2
O -0.46166 2.01204 -4.53100 -0.1 -0.1 0.1
C -0.39192 1.26404 -2.27452 0.3 0.0 0.4
C 0.73431 2.02241 -1.97135 -0.2 -0.1 -0.3
C 1.27457 1.99287 -0.70087 -0.1 -0.1 0.2
C 0.69752 1.20942 0.29058 -0.2 0.0 -0.3
C -0.41312 0.40655 -0.03630 0.1 0.1 -0.1
C -0.96096 0.44182 -1.30520 -0.1 0.0 -0.2
H -1.80899 -0.17608 -1.54713 0.0 0.0 0.0
N -0.85451 -0.45842 0.97577 0.2 0.3 0.2
C -1.82050 -1.40526 0.92174 0.0 -0.2 0.6
O -2.62261 -1.54641 0.02680 -0.1 -0.1 -0.2
C -1.80379 -2.34963 2.13955 -0.3 0.0 -0.1
H -1.61664 -1.79201 3.06714 0.0 -0.1 0.0
O -0.86447 -3.40320 1.99608 0.0 -0.2 0.0
C 0.48779 -3.05145 2.17380 0.2 -0.1 -0.1
C 1.14414 -2.55338 0.87441 -0.2 -0.1 0.8
O 2.12390 -1.86405 0.86581 0.1 -0.1 -0.1
O 0.54052 -2.99098 -0.22162 -0.1 -0.2 -0.6
H -0.26063 -3.50085 0.00732 0.2 0.2 0.1
H 1.00638 -3.97434 2.46023 0.0 0.2 0.0
H 0.62948 -2.31958 2.97820 0.0 0.0 -0.2
H -2.77464 -2.84590 2.19826 0.1 0.2 0.0
H -0.21758 -0.43460 1.76610 -0.1 -0.1 0.0
N 1.19274 1.11661 1.60668 0.0 0.0 0.1
C 2.62206 1.28322 1.79836 0.1 -0.3 0.3
H 3.14410 0.70485 1.03669 0.0 0.0 0.0
C 2.96480 0.73025 3.18246 0.2 0.0 -0.3
H 4.02042 0.88120 3.40942 0.0 0.0 -0.1
O 2.24756 1.39629 4.20096 0.1 0.1 0.1
C 0.86141 1.30052 3.99555 -0.3 0.2 -0.1
H 0.39111 1.87161 4.79800 0.0 -0.1 -0.1
C 0.45987 1.85511 2.62573 0.1 0.0 0.4
H -0.61543 1.74968 2.46955 0.0 0.0 0.0
H 0.71306 2.92721 2.58996 -0.1 -0.1 0.0
H 0.54550 0.24555 4.07211 0.0 0.1 0.0
H 2.73877 -0.34599 3.19902 0.0 0.1 0.0
H 2.92812 2.33971 1.74924 0.0 0.0 -0.1
H 2.14440 2.58927 -0.47448 0.1 0.1 0.1
H 1.16762 2.63830 -2.74424 0.0 0.0 -0.1
H -0.93528 -0.12236 -6.17866 0.1 0.0 -0.1
H -1.98022 -1.40755 -5.55456 0.0 -0.1 0.0
H -2.48713 -0.45512 -6.95995 0.0 0.0 -0.1
```
Forces are in eV/Å.


(5)
Computed, not measured: C17H22N4O3S in the gas phase at a distorted geometry, with wB97M-V/def2-TZVPD.

Output
E_LUMO: -0.01866 Eh
energy above the lowest of the compared OMol25 structures with the same formula, charge and spin: 482.6 kJ/mol
SMILES string: CC(=O)NC[C@@H]1C[C@@H](NS(=O)(=O)c2cccc3cncc(C)c23)CN1

XYZ file:
```
47
Properties=species:S:1:pos:R:3:forces:R:3
O 1.51255 1.93226 2.87625 -0.2 -0.5 0.5
O -2.75408 -2.49913 -1.28664 -0.1 0.9 -0.4
O -3.05913 -1.21850 0.71922 -1.0 1.5 1.9
N -1.99262 1.10526 -5.50544 0.3 0.1 -1.0
C 2.51732 1.60798 3.50668 -0.8 -0.6 -4.1
C -1.68266 -0.15365 -5.19924 1.0 0.1 3.4
C -2.53422 2.56203 -0.95672 1.0 1.8 -3.1
C -2.26508 1.26873 -0.53728 -1.2 -1.5 0.3
C -2.08936 1.99486 -4.55311 -0.2 -1.9 0.8
C -2.43483 2.82595 -2.34393 -0.1 -1.8 2.8
C -1.56937 -0.57197 -3.81599 1.6 -2.4 -3.5
C -2.05685 0.17101 -1.39077 1.2 -0.4 1.7
C -2.00967 1.72920 -3.16346 -0.5 0.2 -1.8
C -1.74376 0.33734 -2.81255 -2.2 2.6 3.0
N 3.40460 0.73700 2.87350 1.3 -0.4 1.9
N 0.98185 -1.34910 3.06796 1.6 1.3 0.9
N -0.75924 -2.17219 0.06284 1.0 2.5 -0.8
C 2.89484 2.35898 4.66647 0.5 0.6 3.3
C -1.02715 -2.02336 -3.63895 -0.1 0.7 -1.8
C 2.99495 -0.11546 1.73789 1.5 0.0 -0.3
C -0.09339 -0.90679 2.17994 -0.1 1.6 0.9
C 1.64138 -2.21835 1.05555 0.8 1.5 -1.1
C 2.22595 -1.42063 2.20471 -1.6 0.3 0.8
C 0.30738 -1.41530 0.81645 -0.9 -1.1 -1.5
S -2.27010 -1.44919 -0.42096 1.9 -2.4 -2.1
H -1.30307 -0.81446 -5.97865 -0.7 0.0 0.0
H -2.72083 3.40880 -0.29361 -0.3 -0.6 0.1
H -2.58479 1.13549 0.50149 0.7 -0.7 -0.2
H -2.40007 2.94319 -4.83264 -0.3 1.9 -0.7
H -2.85144 3.76586 -2.70530 0.6 -0.3 -0.4
H 4.32430 0.51054 3.37349 -2.1 0.3 -1.1
H 1.10810 -0.66808 3.86585 -0.2 -1.0 -1.2
H -0.99551 -3.02753 0.50705 -0.6 -0.9 0.4
H 3.28019 1.75497 5.52502 -0.3 0.3 -0.7
H 3.69436 3.00396 4.36399 0.7 0.5 -0.1
H 2.07979 3.02301 5.03852 0.5 -0.8 -0.5
H -0.20123 -2.21008 -4.39190 -0.9 0.4 0.7
H -0.62969 -2.25090 -2.68662 0.3 0.0 1.1
H -1.80481 -2.76075 -3.85013 0.0 0.1 0.1
H 3.98072 -0.49283 1.31295 -1.1 0.2 0.5
H 2.64023 0.53889 0.88283 -0.5 -0.9 1.3
H -0.01363 0.21345 2.10011 -0.8 -0.8 0.3
H -1.09575 -1.23341 2.56282 0.9 0.3 -0.6
H 1.48447 -3.24743 1.37078 -0.1 0.0 -0.2
H 2.44820 -2.11963 0.27199 -1.4 -0.6 0.0
H 2.92918 -2.03354 2.74785 0.5 0.0 0.2
H 0.49197 -0.55654 0.17166 0.3 0.0 0.0
```
Forces are in eV/Å.


Among the records above, which one has the highest E_LUMO? C17H22N2O5


Look up the E_LUMO of the third one. 0.02731 Eh